No. 1
{"formula": "C4H8O2", "method": "ωB97M-V/def2-TZVPD", "de_lowest_ev": 6.052, "gap_ev": 9.462, "elements": ["C", "C", "C", "O", "C", "O", "H", "H", "H", "H", "H", "H", "H", "H"], "positions_angstrom": [[1.506, -0.399, -0.721], [0.266, -0.039, 1.006], [-1.035, 0.686, 0.728], [-1.077, 1.558, -0.378], [-0.845, -0.757, 0.369], [-0.570, -0.920, -0.990], [1.969, -1.239, -0.230], [1.363, -0.686, -1.793], [2.038, 0.531, -0.690], [0.481, -0.176, 2.083], [-1.779, 0.952, 1.488], [-0.249, 2.052, -0.338], [-1.422, -1.581, 0.768], [-0.701, -0.014, -1.336]], "lowdin_charge": [0.08, -0.01, -0.30, -0.03, -0.35, -0.09, 0.04, 0.07, 0.02, 0.11, 0.15, 0.11, 0.14, 0.08]}


No. 2
{"formula": "C4H8O2", "method": "ωB97M-V/def2-TZVPD", "de_lowest_ev": 1.820, "gap_ev": 10.631, "smiles": "CCOCC=O", "elements": ["C", "C", "O", "C", "C", "O", "H", "H", "H", "H", "H", "H", "H", "H"], "positions_angstrom": [[-2.098, -0.433, -0.518], [-0.592, -0.291, -0.536], [-0.219, 0.704, 0.399], [1.158, 0.983, 0.385], [2.019, -0.098, 0.973], [3.223, -0.117, 0.854], [-2.571, 0.514, -0.792], [-2.440, -0.716, 0.481], [-2.412, -1.204, -1.229], [-0.115, -1.249, -0.278], [-0.236, -0.008, -1.540], [1.274, 1.886, 1.015], [1.590, 0.926, -0.629], [1.421, -0.896, 1.413]], "lowdin_charge": [-0.07, -0.29, -0.15, -0.19, -0.25, 0.06, 0.08, 0.08, 0.08, 0.12, 0.12, 0.15, 0.14, 0.12]}


No. 3
{"formula": "C4H8O2", "method": "ωB97M-V/def2-TZVPD", "de_lowest_ev": 0.770, "gap_ev": 10.721, "smiles": "CC(=O)[C@@H](C)O", "elements": ["C", "C", "O", "C", "O", "C", "H", "H", "H", "H", "H", "H", "H", "H"], "positions_angstrom": [[-1.021, -1.308, 0.516], [0.334, -0.662, 0.233], [1.171, -1.538, -0.490], [0.146, 0.610, -0.598], [-0.160, 0.489, -1.768], [0.405, 1.949, 0.034], [-1.664, -0.677, 1.140], [-0.861, -2.262, 1.025], [-1.537, -1.497, -0.432], [0.851, -0.435, 1.172], [0.857, -1.493, -1.407], [-0.098, 2.048, 1.001], [0.094, 2.743, -0.646], [1.483, 2.033, 0.220]], "lowdin_charge": [-0.03, -0.40, -0.02, -0.40, 0.09, 0.00, 0.08, 0.08, 0.09, 0.14, 0.09, 0.09, 0.09, 0.10]}


No. 4
{"formula": "C4H8O2", "method": "ωB97M-V/def2-TZVPD", "de_lowest_ev": 2.096, "gap_ev": 10.502, "smiles": "C1COCCO1", "elements": ["C", "C", "O", "C", "C", "O", "H", "H", "H", "H", "H", "H", "H", "H"], "positions_angstrom": [[-0.770, -1.094, -0.198], [-1.427, 0.258, -0.025], [-0.475, 1.111, -0.710], [0.763, 1.074, 0.003], [1.307, -0.340, 0.292], [0.295, -1.226, 0.722], [-1.359, -2.015, -0.216], [-0.372, -0.838, -1.192], [-2.405, 0.295, -0.522], [-1.520, 0.607, 1.012], [0.599, 1.612, 0.943], [1.523, 1.613, -0.578], [2.066, -0.293, 1.081], [1.775, -0.766, -0.611]], "lowdin_charge": [-0.20, -0.16, -0.17, -0.18, -0.19, -0.13, 0.13, 0.13, 0.13, 0.13, 0.12, 0.13, 0.13, 0.13]}


No. 5
{"formula": "C4H8O2", "method": "ωB97M-V/def2-TZVPD", "de_lowest_ev": 5.876, "gap_ev": 7.689, "elements": ["C", "C", "O", "C", "C", "O", "H", "H", "H", "H", "H", "H", "H", "H"], "positions_angstrom": [[0.070, 0.788, 0.791], [0.376, 1.372, -0.580], [-0.080, 0.386, -1.480], [0.411, -0.800, -1.022], [-0.848, -1.696, 0.819], [0.317, -0.636, 0.524], [0.722, 1.213, 1.575], [-0.976, 0.924, 1.095], [-0.155, 2.292, -0.803], [1.459, 1.510, -0.694], [1.489, -0.967, -1.148], [-0.178, -1.624, -1.476], [-0.911, -1.706, 1.921], [-1.694, -1.055, 0.476]], "lowdin_charge": [-0.09, -0.16, -0.07, -0.14, -0.06, -0.28, 0.14, 0.13, 0.13, 0.13, 0.14, 0.14, -0.02, 0.00]}


No. 6
{"formula": "C4H8O2", "method": "ωB97M-V/def2-TZVPD", "de_lowest_ev": 5.203, "gap_ev": 9.716, "smiles": "OC1C=C1.CO", "elements": ["C", "O", "C", "C", "C", "O", "H", "H", "H", "H", "H", "H", "H", "H"], "positions_angstrom": [[1.804, -0.622, -0.962], [0.760, 0.326, -0.844], [-0.703, -0.577, 0.106], [-0.601, -0.066, 1.338], [-1.648, 0.488, 0.462], [-1.587, 1.789, -0.081], [1.518, -1.345, -1.733], [1.984, -1.158, -0.018], [2.697, -0.083, -1.273], [-0.681, -1.478, -0.491], [0.780, 0.704, 0.064], [-0.520, -0.471, 2.328], [-2.680, 0.152, 0.545], [-1.124, 2.342, 0.559]], "lowdin_charge": [-0.12, -0.14, -0.09, -0.04, -0.36, -0.03, 0.09, 0.09, 0.08, 0.13, 0.09, 0.08, 0.13, 0.09]}